{"formula": "C20H52N4O8S4", "method": "ωB97M-V with the def2-TZVPD basis set", "elements": ["C", "C", "O", "N", "C", "H", "H", "H", "H", "H", "H", "H", "C", "C", "O", "N", "C", "H", "H", "H", "H", "H", "H", "H", "C", "C", "O", "N", "C", "H", "H", "H", "H", "H", "H", "H", "C", "C", "O", "N", "C", "H", "H", "H", "H", "H", "H", "H", "C", "S", "O", "C", "H", "H", "H", "H", "H", "H", "C", "S", "O", "C", "H", "H", "H", "H", "H", "H", "C", "S", "O", "C", "H", "H", "H", "H", "H", "H", "C", "S", "O", "C", "H", "H", "H", "H", "H", "H"], "coordinates": [[-1.0096, 3.6659, 4.4838], [-0.4890, 4.2675, 3.2288], [0.4845, 3.7615, 2.6684], [-1.0840, 5.4199, 2.7903], [-0.7066, 6.0086, 1.5224], [-1.9392, 4.0831, 4.8659], [-0.1945, 3.8433, 5.2179], [-1.0998, 2.6029, 4.3924], [-1.8460, 5.7680, 3.3007], [-1.0640, 5.4268, 0.6595], [0.3820, 6.0777, 1.4887], [-1.1926, 6.9970, 1.4737], [1.3335, -0.7359, -4.2025], [2.4925, 0.0593, -3.6218], [2.7156, 1.1838, -4.0114], [3.3614, -0.5568, -2.7223], [4.5635, 0.1362, -2.2826], [1.0932, -1.7398, -3.8676], [1.4939, -0.7324, -5.3015], [0.4895, -0.0275, -4.0734], [3.1496, -1.4652, -2.3560], [4.5647, 0.0182, -1.2161], [4.3030, 1.1778, -2.4584], [5.5247, -0.0971, -2.7669], [-3.1638, -0.2143, 3.1164], [-2.4813, 0.1721, 4.4875], [-3.1366, 0.5105, 5.4622], [-1.1742, 0.0438, 4.6265], [-0.4930, 0.2886, 5.9143], [-2.6192, -0.6097, 2.2780], [-3.8612, 0.5604, 2.7973], [-3.7574, -1.1232, 3.4002], [-0.6143, -0.1832, 3.7964], [-1.0166, -0.2962, 6.6392], [-0.5034, 1.3533, 6.2360], [0.5469, -0.0448, 5.8239], [0.0124, -1.6960, -0.3967], [-0.2204, -0.6445, 0.6322], [-0.1049, -0.9423, 1.8339], [-0.4465, 0.5887, 0.1935], [-0.7442, 1.7094, 1.0946], [1.0736, -1.9381, -0.3757], [-0.1713, -1.3171, -1.4095], [-0.5646, -2.6201, -0.1623], [-0.7641, 0.6824, -0.7618], [-1.8084, 1.9089, 1.3400], [-0.3461, 2.5924, 0.6283], [-0.2402, 1.5229, 2.0194], [-3.7173, 0.0589, -1.7016], [-2.7542, 0.5475, -3.0022], [-1.3603, 0.7544, -2.4298], [-2.5870, -1.0168, -3.7655], [-3.1823, -0.6563, -1.1035], [-4.6837, -0.2753, -2.0334], [-3.8468, 0.9263, -1.0619], [-1.9522, -0.8704, -4.6050], [-3.5630, -1.2788, -4.2094], [-2.2562, -1.8714, -3.1399], [-1.4572, -5.4243, -0.9004], [-2.7613, -5.4116, -2.0075], [-2.6998, -4.0866, -2.7180], [-2.1464, -6.5088, -3.1824], [-0.6473, -4.8758, -1.3367], [-1.1856, -6.4585, -0.6434], [-1.9051, -4.9806, -0.0218], [-2.8526, -6.4485, -4.0118], [-2.0457, -7.5449, -2.8762], [-1.1950, -6.2362, -3.6490], [1.8465, 3.8824, -0.5424], [0.4066, 4.3721, -1.3532], [0.4359, 5.8316, -1.5546], [0.5783, 3.5633, -2.8868], [1.8260, 4.2840, 0.4538], [2.7181, 4.2402, -1.0765], [1.8237, 2.8127, -0.4026], [0.0043, 4.0999, -3.6360], [0.1370, 2.5755, -2.8308], [1.6174, 3.5023, -3.2242], [4.5058, -4.3865, 0.6325], [4.0541, -2.8102, -0.0043], [2.8515, -3.1333, -0.8422], [3.4620, -2.1762, 1.5216], [4.8889, -5.0460, -0.1357], [3.6331, -4.8727, 1.0448], [5.3121, -4.2946, 1.3383], [4.2541, -2.3028, 2.2457], [2.6204, -2.7470, 1.8821], [3.0955, -1.1839, 1.3443]], "total_charge": 0, "e_above_lowest_kcal_mol": 0.0, "orbital_gap_ev": 8.297}

***

{"formula": "C20H53Br2N4O4S", "method": "ωB97M-V with the def2-TZVPD basis set", "elements": ["C", "S", "Br", "C", "C", "C", "Br", "H", "H", "H", "H", "H", "H", "H", "H", "H", "C", "C", "C", "O", "C", "N", "H", "H", "H", "H", "H", "H", "H", "H", "H", "H", "H", "C", "C", "C", "O", "C", "N", "H", "H", "H", "H", "H", "H", "H", "H", "H", "H", "H", "C", "C", "C", "O", "C", "N", "H", "H", "H", "H", "H", "H", "H", "H", "H", "H", "H", "C", "C", "C", "O", "C", "N", "H", "H", "H", "H", "H", "H", "H", "H", "H", "H", "H"], "coordinates": [[0.6919, 2.0291, 1.9243], [-0.0430, 2.9188, 0.5748], [0.4052, 1.6290, -1.0997], [1.0077, 4.3437, 0.2631], [2.5161, 4.1185, 0.2344], [3.1765, 4.2756, 1.6036], [3.5497, 6.1441, 1.9618], [0.2377, 1.0386, 1.9230], [1.7660, 1.9186, 1.8190], [0.4129, 2.5130, 2.8591], [0.6350, 4.7255, -0.6882], [0.7319, 5.0752, 1.0288], [2.9193, 4.8858, -0.4264], [2.7752, 3.1667, -0.2340], [2.5174, 3.9860, 2.4159], [4.1076, 3.7247, 1.6811], [0.5471, 0.0024, -6.7339], [0.2923, -0.2799, -5.2583], [-0.8303, -1.2847, -4.9811], [-2.1348, -0.7804, -5.1689], [-2.5993, -0.7714, -6.5085], [0.0649, 0.9947, -4.5601], [-0.1863, 0.6863, -7.1566], [1.5169, 0.4730, -6.8730], [0.5289, -0.9201, -7.3168], [1.2042, -0.7228, -4.8437], [-0.7845, -1.5631, -3.9233], [-0.6859, -2.2019, -5.5666], [-2.2391, -1.6466, -7.0565], [-2.2970, 0.1331, -7.0403], [-3.6869, -0.8028, -6.4726], [0.0023, 0.8189, -3.5617], [-0.8635, 1.3227, -4.8148], [-1.5330, -1.0570, 3.7577], [-0.1766, -1.3144, 4.4066], [-0.2466, -1.8538, 5.8378], [-0.6010, -0.8996, 6.8142], [-1.9853, -0.6276, 6.9356], [0.6384, -0.0918, 4.3280], [-1.9802, -0.1275, 4.1125], [-1.4229, -0.9748, 2.6747], [-2.2323, -1.8680, 3.9611], [0.3266, -2.0837, 3.8140], [0.7530, -2.1941, 6.1191], [-0.9147, -2.7242, 5.8938], [-2.5823, -1.5313, 6.7771], [-2.3160, 0.1464, 6.2383], [-2.1558, -0.2685, 7.9489], [1.5826, -0.3014, 4.6393], [0.2814, 0.5497, 5.0332], [-2.3167, -6.1181, 9.9969], [-2.2884, -4.9969, 8.9636], [-3.3068, -5.1536, 7.8289], [-2.9781, -6.1222, 6.8554], [-3.2845, -7.4609, 7.2002], [-0.9181, -4.8384, 8.4674], [-1.8023, -7.0087, 9.6360], [-1.8065, -5.7999, 10.9049], [-3.3394, -6.3953, 10.2577], [-2.5573, -4.0696, 9.4802], [-3.3469, -4.2066, 7.2814], [-4.3122, -5.3433, 8.2287], [-4.2138, -7.5183, 7.7747], [-2.4808, -7.9308, 7.7711], [-3.4125, -8.0132, 6.2704], [-0.8756, -4.0191, 7.8691], [-0.7236, -5.6188, 7.8454], [3.2963, 3.0148, -7.7357], [2.6972, 2.9191, -9.1360], [2.7949, 4.2112, -9.9538], [1.8946, 5.2293, -9.5670], [2.2935, 6.0094, -8.4592], [1.3208, 2.4229, -9.0348], [2.6211, 3.5201, -7.0443], [3.4755, 2.0166, -7.3362], [4.2459, 3.5527, -7.7448], [3.2742, 2.1697, -9.6865], [2.5318, 3.9761, -10.9876], [3.8233, 4.5974, -9.9559], [3.3756, 6.1742, -8.4586], [2.0003, 5.5540, -7.5092], [1.7932, 6.9732, -8.5449], [0.9667, 2.2299, -9.9671], [0.7429, 3.1877, -8.6955]], "total_charge": 1, "e_above_lowest_kcal_mol": 0.0, "orbital_gap_ev": 5.681}